(1)
60
Properties=species:S:1:pos:R:3:forces:R:3 method="wB97M-V/def2-TZVPD" max_force_ev_per_a=0.5 smiles="CNCc1nc2c(O)c(CCc3ccccc3)c(B(O)OC)c(I)c2nc1P(O)Br.CC(N)=O" total_energy_ev=-126509.202 gap_ev=7.828 multiplicity=1
C 6.8504 2.3821 -3.5566 -0.1 0.0 0.0
N 5.6243 1.8180 -3.0009 0.0 0.0 0.1
C 5.7285 0.4496 -2.5098 -0.2 -0.1 -0.3
C 4.7315 0.2031 -1.4089 -0.1 0.0 0.2
N 3.4950 -0.0180 -1.7812 0.1 -0.2 0.2
C 2.5657 -0.2762 -0.8243 0.1 0.0 0.1
C 1.2244 -0.5227 -1.2193 0.2 0.0 -0.2
O 0.9017 -0.3961 -2.5408 -0.3 -0.3 0.1
C 0.2675 -0.8430 -0.2956 0.0 0.0 0.1
C -1.1553 -1.0425 -0.7537 -0.1 -0.1 0.2
C -2.1066 0.0423 -0.2072 -0.2 -0.1 -0.2
C -3.1471 0.5744 -1.1719 0.0 -0.2 0.0
C -2.9939 0.5928 -2.5530 0.2 -0.1 0.1
C -3.9861 1.1154 -3.3629 -0.2 0.1 -0.3
C -5.1490 1.6257 -2.8140 -0.2 0.1 0.1
C -5.3137 1.6071 -1.4365 -0.1 0.1 0.0
C -4.3211 1.0865 -0.6308 0.0 -0.1 0.3
C 0.6143 -0.9208 1.1002 -0.2 0.3 -0.1
B -0.4938 -1.3080 2.1751 -0.2 0.0 -0.2
O -1.1950 -2.4873 2.0504 0.5 -0.1 0.2
O -0.7800 -0.4895 3.2174 0.4 -0.1 0.0
C -1.1181 -1.0830 4.4717 -0.2 0.2 0.0
C 1.9011 -0.6590 1.4900 0.1 0.0 0.0
I 2.5073 -0.7805 3.4874 0.0 -0.1 0.1
C 2.9069 -0.3368 0.5407 0.1 0.0 -0.2
N 4.1807 -0.0741 0.9190 0.0 0.0 -0.2
C 5.0688 0.1992 -0.0076 -0.2 0.1 0.0
P 6.6862 0.5447 0.8025 -0.2 -0.1 0.1
O 7.2321 1.6850 -0.2413 0.2 -0.2 -0.2
Br 7.7706 -1.3136 0.0923 0.1 0.0 -0.1
H 7.2129 3.2194 -2.9568 0.0 0.0 0.0
H 6.6909 2.7317 -4.5787 0.0 0.0 0.0
H 7.6410 1.6300 -3.5923 0.0 0.0 0.0
H 5.2372 2.4229 -2.2935 0.1 0.0 0.1
H 5.4672 -0.2448 -3.3158 0.0 0.0 0.0
H 6.7382 0.1935 -2.1899 0.1 0.1 0.2
H 1.5711 -0.8464 -3.0703 0.2 0.4 0.0
H -1.1801 -1.1042 -1.8370 0.1 0.1 0.0
H -1.5161 -2.0057 -0.3916 0.0 -0.1 -0.1
H -1.5397 0.8883 0.1894 0.1 0.0 0.0
H -2.6577 -0.3834 0.6342 0.1 0.1 0.1
H -2.0949 0.2090 -3.0181 0.0 0.0 0.0
H -3.8542 1.1281 -4.4378 0.0 0.0 0.0
H -5.9258 2.0450 -3.4402 0.0 0.0 -0.1
H -6.2082 2.0040 -0.9737 0.0 0.0 -0.1
H -4.4657 1.0657 0.4443 0.0 0.0 0.0
H -0.7541 -3.0788 1.4318 -0.2 0.0 -0.1
H -2.1892 -1.2772 4.5263 0.0 0.0 0.0
H -0.5720 -2.0128 4.6322 0.0 0.0 -0.1
H -0.8307 -0.3772 5.2477 -0.1 0.0 0.0
H 8.1977 1.6968 -0.2635 0.0 0.2 0.0
C -5.2814 -1.7136 2.6721 -0.1 0.0 0.1
C -5.9679 -0.4394 3.1094 0.1 -0.1 0.0
N -6.8331 -0.5517 4.1530 0.0 0.1 0.0
O -5.7585 0.6243 2.5617 0.0 0.1 0.0
H -4.2036 -1.5781 2.7547 0.0 0.0 -0.1
H -5.5247 -1.8982 1.6272 0.0 0.0 0.0
H -5.5760 -2.5798 3.2635 0.0 0.0 0.0
H -7.0162 -1.4217 4.6148 0.0 0.0 0.0
H -7.3037 0.2795 4.4664 0.0 0.0 0.0

=====

(2)
68
Properties=species:S:1:pos:R:3:forces:R:3 method="wB97M-V/def2-TZVPD" charge=+1 max_force_ev_per_a=9.5 smiles="CC[C@@H](Br)[C@]1(P(O)O)[N+](C[C@@H](O)C(F)(F)F)=C[C@]([C@@H](F)CC)(C(F)(F)C(F)(F)C(F)(F)F)[C@@]1(CC(=O)Br)[C@H](I)[C@@H](C)I" total_energy_ev=-227320.868 gap_ev=5.911 multiplicity=1
C -0.8303 -3.9574 2.7784 0.3 0.0 0.5
C -0.6818 -4.0139 1.1485 -0.9 -1.7 0.4
C 0.4563 -3.0330 0.4691 0.0 -2.3 0.9
Br 0.9370 -4.2074 -1.1080 -0.1 0.8 0.1
C 0.1765 -1.4642 0.3241 -1.1 -1.1 0.4
P 0.5078 -0.9674 2.1260 2.4 6.3 0.7
O 1.9691 -1.4101 2.8488 -2.4 -2.7 -0.2
O -0.8415 -0.6930 3.1226 1.2 -2.2 0.7
N -1.2719 -0.9205 0.1684 -1.2 4.4 -4.0
C -2.6186 -1.4137 0.5667 -1.8 -2.6 2.9
C -3.8008 -0.3654 0.9595 -1.7 -0.2 1.2
O -3.4192 0.7788 1.7993 -1.8 -1.2 -1.4
C -4.8036 0.0492 -0.3159 -2.1 0.3 -1.0
F -6.1555 -0.6047 -0.1448 4.6 2.2 -0.6
F -4.2967 -0.4515 -1.6290 -1.6 2.1 4.1
F -5.0828 1.5177 -0.3202 1.1 -5.0 -0.5
C -1.3487 0.2778 -0.5304 2.4 -0.9 1.0
C 0.1388 1.0275 -0.8243 -4.5 -1.9 0.3
C 0.0492 2.2570 0.2135 0.9 2.9 2.1
F -1.3985 2.6604 0.5679 2.4 -1.6 -2.3
C 0.5456 2.3490 1.7392 -1.2 2.2 2.1
C 0.0842 3.9200 2.1913 0.4 0.4 0.3
C -0.1615 1.7745 -2.2905 -3.7 1.3 -0.2
F -1.1078 0.9975 -3.1819 3.7 1.2 2.3
F -1.1387 2.9370 -2.1287 3.0 -3.2 0.4
C 1.0021 2.5211 -3.0801 1.5 3.1 -2.9
F 2.3781 2.0765 -3.1025 -4.2 0.5 0.7
F 1.0590 3.9871 -2.6998 -0.2 -4.9 -0.7
C 0.5983 2.5894 -4.7093 1.4 1.7 -2.8
F 0.7786 1.2818 -5.3977 -1.2 4.5 2.6
F -0.6768 3.2737 -4.9824 4.4 -3.0 1.0
F 1.6683 3.4819 -5.2988 -3.7 -3.1 1.9
C 0.9875 -0.4178 -0.7299 2.4 -0.2 -1.7
C 1.1006 -1.0191 -2.2879 0.3 -0.6 -0.7
C -0.0770 -1.7448 -3.0679 2.7 -1.8 -8.9
O 0.2621 -2.0294 -4.3701 -2.0 2.1 8.7
Br -1.8740 -2.4409 -2.7211 1.2 0.8 0.4
C 2.6392 -0.2440 -0.5465 1.0 1.7 -0.7
I 3.8114 -2.1009 -0.2120 -1.0 0.1 -0.6
C 3.2689 0.7569 0.5163 1.6 -1.1 2.2
C 4.8261 0.4156 1.0432 0.4 2.0 1.0
I 3.6308 2.8547 -0.1718 -0.9 -1.0 0.1
H 0.2096 -3.6133 3.2382 -2.1 -0.7 -0.8
H -1.6594 -3.2471 3.1901 1.6 -1.2 -0.8
H -1.0238 -5.0418 3.2359 0.4 2.4 -1.2
H -1.7238 -4.0056 0.5640 2.3 0.3 1.4
H -0.3319 -5.1516 0.9943 -0.4 2.9 0.0
H 1.3950 -3.2386 1.1872 -1.9 1.1 -2.0
H 2.0682 -2.3772 3.1031 0.1 1.2 -0.2
H -0.5925 -0.8392 4.0849 -0.4 0.1 -1.4
H -3.1204 -2.2191 -0.1383 1.5 1.9 1.0
H -2.4652 -2.0109 1.5939 -0.2 1.5 -2.3
H -4.5503 -0.9914 1.6544 1.7 0.9 -1.9
H -4.2966 1.1680 2.1359 1.9 -0.7 -0.7
H -2.2527 0.9031 -0.9135 1.2 -1.7 1.3
H 0.5912 3.1919 -0.3225 -1.7 -2.1 1.1
H -0.1153 1.7397 2.5272 1.8 0.8 -2.3
H 1.6575 2.4199 2.0107 -1.7 -1.0 -1.0
H 0.8568 4.3849 2.9543 -1.4 -1.2 -1.6
H 0.0966 4.6326 1.2478 -0.3 -1.4 2.0
H -0.9522 3.9060 2.7578 2.1 0.1 -1.6
H 1.5129 -0.2067 -3.0619 -1.3 -1.5 1.9
H 1.9812 -1.8258 -2.3943 -2.1 1.6 0.8
H 3.0644 0.1244 -1.6036 -1.2 -1.0 2.3
H 2.7175 0.6737 1.5296 0.4 0.7 -2.0
H 4.8634 -0.3536 1.9223 -0.2 1.0 -2.1
H 5.5935 0.2697 0.1848 -1.5 -0.1 1.6
H 5.1869 1.4222 1.5865 -0.9 -2.2 -1.2

=====

(3)
55
Properties=species:S:1:pos:R:3:forces:R:3 method="wB97M-V/def2-TZVPD" max_force_ev_per_a=1.0 smiles="CC(=O)N1CCc2cc(Br)cc(S(=O)(=O)NCCCN(C)Cc3ccccc3)c21" total_energy_ev=-113689.660 e_above_lowest_kj_mol=38.4 gap_ev=9.002 multiplicity=1
C -4.9183 -2.1995 -1.7531 0.1 -0.1 0.2
C -3.7965 -1.4219 -1.1229 0.0 -0.1 -0.5
O -2.8808 -1.9399 -0.5149 0.0 -0.2 -0.1
N -3.8391 -0.0701 -1.3155 0.0 0.0 0.0
C -4.4745 0.6201 -2.4325 -0.4 0.1 -0.3
C -3.5182 1.7820 -2.7667 0.1 -0.1 -0.1
C -2.7283 1.9264 -1.4980 -0.1 -0.3 0.3
C -1.8772 2.9244 -1.0891 0.0 -0.1 0.2
C -1.3250 2.8235 0.1865 0.1 0.0 0.1
Br -0.1270 4.1667 0.7778 0.0 0.0 0.0
C -1.6648 1.7963 1.0460 0.2 0.2 0.0
C -2.5032 0.7759 0.6188 -0.4 -0.3 0.4
S -3.1872 -0.3217 1.8908 -0.2 -0.1 0.2
O -4.4898 -0.7145 1.4399 0.1 -0.2 -0.1
O -3.0894 0.4404 3.1010 0.4 0.0 0.1
N -2.2754 -1.6768 2.0994 -0.8 0.6 -0.1
C -0.9290 -1.4770 2.5831 0.6 0.2 0.1
C 0.0852 -1.1941 1.4717 0.1 0.1 0.3
C 1.3673 -0.5760 2.0306 -0.2 -0.2 -0.2
N 2.3514 -0.3412 0.9887 0.1 -0.1 0.2
C 2.0208 0.8147 0.1800 0.0 0.0 -0.1
C 3.7016 -0.2212 1.5194 -0.1 -0.1 0.0
C 4.7291 -0.2943 0.4215 0.1 0.1 0.0
C 5.8160 0.5677 0.3965 -0.1 -0.1 0.0
C 6.7653 0.4726 -0.6070 0.1 0.0 0.0
C 6.6326 -0.4816 -1.6002 0.1 0.0 -0.1
C 5.5472 -1.3427 -1.5845 0.0 -0.1 0.0
C 4.6040 -1.2520 -0.5780 0.0 0.0 0.0
C -2.9913 0.8235 -0.6730 0.4 0.3 0.0
H -4.9292 -3.1961 -1.3214 0.0 0.0 0.0
H -5.8685 -1.7084 -1.5645 -0.1 0.0 -0.1
H -4.7658 -2.2899 -2.8278 0.0 0.0 -0.1
H -5.4512 1.0022 -2.1163 0.0 0.0 -0.1
H -4.6162 -0.0542 -3.2761 0.0 0.1 0.1
H -2.8573 1.5294 -3.5997 0.0 0.0 0.0
H -4.0550 2.6935 -3.0240 0.0 0.0 0.0
H -1.6526 3.7699 -1.7207 0.0 0.1 0.0
H -1.3191 1.7821 2.0670 0.1 0.1 0.1
H -2.3535 -2.2853 1.2956 -0.1 0.0 -0.2
H -0.9914 -0.6340 3.2755 0.2 -0.1 0.1
H -0.6345 -2.3645 3.1511 0.0 0.1 0.0
H -0.3714 -0.5202 0.7471 0.1 -0.1 0.0
H 0.3330 -2.1180 0.9475 0.0 0.0 -0.1
H 1.1200 0.3557 2.5720 0.0 0.0 0.0
H 1.7951 -1.2746 2.7545 0.0 0.1 0.0
H 1.9583 1.7383 0.7775 0.0 0.0 0.0
H 2.7889 0.9464 -0.5799 0.0 0.1 -0.1
H 1.0678 0.6558 -0.3211 -0.1 0.1 0.0
H 3.8694 -1.0612 2.2023 0.0 0.1 0.0
H 3.8353 0.7124 2.0946 0.0 -0.1 0.0
H 5.9221 1.3183 1.1672 0.0 0.1 0.1
H 7.6083 1.1482 -0.6145 0.1 0.1 0.0
H 7.3714 -0.5537 -2.3848 0.1 0.0 -0.1
H 5.4391 -2.0884 -2.3588 0.0 -0.1 -0.1
H 3.7514 -1.9135 -0.5585 -0.1 -0.1 0.0

=====

(4)
55
Properties=species:S:1:pos:R:3:forces:R:3 method="wB97M-V/def2-TZVPD" max_force_ev_per_a=0.7 smiles="CC1(C)C[C@H]2C[C@](C)(CN2C(=O)COC(=O)CNC(=O)c2ccc(Cl)c(Cl)c2)C1" total_energy_ev=-58416.392 gap_ev=9.471 multiplicity=1
C -0.1163 -1.4968 -0.2777 -0.1 -0.1 0.1
C -1.1405 -2.5804 0.0806 0.1 -0.2 0.0
C -0.3587 -3.8828 0.3005 -0.1 0.2 0.0
C -2.1122 -2.7810 -1.0992 -0.1 0.1 0.0
C -3.3665 -1.9124 -1.0082 -0.1 -0.5 -0.5
C -4.1024 -2.2111 0.2902 0.2 0.2 -0.1
C -3.1966 -1.4675 1.2731 -0.2 0.0 0.2
C -3.8148 -1.2676 2.6512 0.1 0.0 -0.3
C -2.9913 -0.1323 0.5448 -0.1 0.3 0.4
N -3.0448 -0.4953 -0.8592 0.0 -0.3 0.1
C -2.9880 0.3044 -1.9276 0.3 0.6 0.1
O -3.0692 -0.1065 -3.0715 -0.1 0.0 -0.3
C -2.8991 1.8180 -1.6853 -0.6 0.0 -0.5
O -1.9016 2.2185 -0.7509 0.3 -0.3 -0.2
C -2.2822 3.0013 0.2605 0.0 0.3 0.4
O -3.3987 3.4048 0.4384 0.1 0.0 0.1
C -1.1126 3.3163 1.1862 -0.1 -0.1 0.0
N 0.1457 2.8101 0.7112 0.0 0.4 0.0
C 0.6285 1.6193 1.1435 0.2 0.2 -0.2
O 0.1258 1.0034 2.0622 -0.1 -0.2 0.2
C 1.8486 1.1453 0.4246 0.2 -0.2 -0.1
C 1.9882 1.2708 -0.9543 0.0 0.0 0.2
C 3.1105 0.7693 -1.5859 0.1 0.0 0.0
C 4.1073 0.1454 -0.8494 -0.1 0.0 0.1
Cl 5.5050 -0.4626 -1.6449 0.1 0.0 -0.2
C 3.9655 0.0055 0.5307 -0.1 0.1 -0.2
Cl 5.1868 -0.7793 1.4542 0.0 0.0 0.2
C 2.8340 0.4960 1.1591 -0.1 0.1 -0.1
C -1.8760 -2.2404 1.3990 -0.1 0.1 -0.1
H 0.5268 -1.8439 -1.0848 0.1 0.0 -0.1
H 0.5120 -1.2713 0.5802 0.1 0.0 0.1
H -0.5904 -0.5791 -0.6089 0.0 0.2 0.0
H -1.0259 -4.7006 0.5653 -0.1 -0.1 0.0
H 0.1780 -4.1610 -0.6038 0.1 -0.1 -0.1
H 0.3647 -3.7562 1.1026 0.1 0.0 0.1
H -1.5937 -2.5635 -2.0339 0.0 -0.1 -0.1
H -2.4414 -3.8213 -1.1385 0.0 -0.1 0.0
H -3.9700 -2.0382 -1.9110 0.1 0.0 0.1
H -4.1687 -3.2762 0.4976 0.0 -0.1 0.0
H -5.1066 -1.7849 0.2836 -0.1 0.0 0.0
H -4.7648 -0.7429 2.5744 -0.1 0.1 0.0
H -3.9913 -2.2272 3.1312 0.0 -0.1 0.1
H -3.1470 -0.6845 3.2810 0.1 0.1 0.2
H -2.0352 0.3142 0.8211 0.0 0.0 0.0
H -3.7953 0.5727 0.7892 0.0 0.0 0.1
H -2.6696 2.2844 -2.6479 0.0 -0.1 0.2
H -3.8773 2.1749 -1.3384 0.2 -0.1 -0.1
H -1.3172 2.8331 2.1488 0.0 0.2 -0.2
H -1.0708 4.3974 1.3422 -0.1 -0.1 0.0
H 0.5508 3.2416 -0.1035 0.1 -0.1 0.1
H 1.2071 1.7209 -1.5483 -0.1 0.1 -0.1
H 3.2212 0.8536 -2.6554 0.0 0.0 -0.1
H 2.7083 0.3767 2.2241 0.0 0.0 0.1
H -1.1975 -1.6719 2.0380 0.1 0.0 0.1
H -2.1043 -3.1745 1.9178 0.0 0.0 0.1